Record 1
ORCA calculation (ωB97M-V/def2-TZVPD) on a cluster of 2 separate species, C59H62N5O2 in total.

Results
Charge: +1
E_tot (hartree): -2709.42866
E_HOMO (eV): -7.423
Orbital gap (eV): 2.8

Positions of all 128 atoms, in Å:
1 C 1.674182 -4.443685 2.025879
2 N 1.066541 -3.179547 1.696780
3 C -0.124684 -2.803739 2.253408
4 O -0.854620 -3.502711 2.956682
5 C -0.377641 -1.363447 1.853222
6 C -0.398039 -0.442396 3.070468
7 C 0.926442 -0.465309 3.794485
8 C 1.221982 -1.526955 4.659534
9 C 2.458993 -1.590999 5.297924
10 C 3.401914 -0.577200 5.097213
11 C 3.094283 0.507070 4.267902
12 C 1.850250 0.573681 3.633280
13 N 0.712665 -1.090553 0.917625
14 C 0.930894 0.136158 0.403920
15 C 1.918846 0.404355 -0.541495
16 C 2.176718 1.678077 -1.063096
17 C 3.139159 1.934304 -2.096235
18 C 3.689414 3.237408 -2.256013
19 C 4.766624 3.453984 -3.104629
20 C 5.324316 2.387416 -3.832257
21 C 4.706133 1.125839 -3.793968
22 C 3.613802 0.904745 -2.951244
23 C 1.699631 -2.187957 0.844968
24 C 3.096882 -1.793092 1.385053
25 C 4.067450 -2.706567 0.652335
26 C 3.354861 -3.261661 -0.592480
27 C 1.905662 -2.780238 -0.577187
28 H 0.896900 -5.113114 2.409554
29 H 2.124037 -4.882528 1.128731
30 H 2.461400 -4.315526 2.787848
31 H -1.347108 -1.330476 1.329865
32 H -0.663693 0.571333 2.750385
33 H -1.194264 -0.804833 3.738376
34 H 0.462115 -2.294752 4.841258
35 H 2.667309 -2.431382 5.962284
36 H 4.361724 -0.619588 5.613718
37 H 3.812898 1.315384 4.115549
38 H 1.587752 1.432773 3.005534
39 H 0.280553 0.912402 0.815701
40 H 2.576027 -0.418988 -0.834335
41 H 1.892658 2.544939 -0.463589
42 H 3.271786 4.059062 -1.664678
43 H 5.195906 4.458413 -3.172099
44 H 6.205143 2.561695 -4.457713
45 H 5.100624 0.302485 -4.401137
46 H 3.114057 -0.069258 -2.949044
47 H 3.271234 -0.732311 1.164753
48 H 3.097824 -1.897581 2.477348
49 H 4.965372 -2.151159 0.375399
50 H 4.377350 -3.521304 1.316366
51 H 3.854681 -2.915099 -1.502193
52 H 3.394180 -4.355891 -0.591191
53 H 1.175340 -3.584342 -0.737012
54 H 1.709376 -2.005051 -1.326720
55 C 1.513821 7.946432 -9.346961
56 C 1.575214 7.581712 -7.888834
57 C 2.543157 6.687734 -7.436949
58 C 2.595713 6.286882 -6.094188
59 C 3.671531 5.345291 -5.648509
60 C 1.614499 6.770165 -5.223251
61 N 1.570344 6.260183 -3.885662
62 C 2.467262 6.595538 -2.877137
63 C 3.717569 7.303564 -3.110320
64 C 4.840826 6.921493 -2.336329
65 C 6.110005 7.379935 -2.686674
66 C 6.262173 8.330533 -3.703725
67 C 5.133800 8.844922 -4.353610
68 C 3.864833 8.364748 -4.039349
69 N 2.042460 6.147837 -1.712852
70 N 0.813060 5.534168 -1.950619
71 C -0.008833 5.243258 -0.795571
72 C -0.187980 6.295098 0.124103
73 C 0.479809 7.624260 -0.008094
74 C -1.070858 6.118738 1.196674
75 C -1.754298 4.920511 1.398519
76 C -2.709484 4.761063 2.542817
77 C -1.518019 3.866266 0.526113
78 C -0.646403 3.993105 -0.558847
79 C -0.503634 2.741345 -1.355541
80 C 0.543004 5.570187 -3.271084
81 C -0.556852 4.854414 -3.878324
82 O -1.305144 4.170225 -3.148329
83 C -0.744768 4.901395 -5.356961
84 C -1.964687 5.505880 -5.920599
85 C 0.147239 4.131215 -6.121986
86 C 1.116065 3.271470 -5.525208
87 C 1.988003 2.542689 -6.328656
88 C 1.938254 2.659679 -7.723905
89 C 0.986679 3.491324 -8.328267
90 C 0.082098 4.186445 -7.547824
91 C 0.693348 7.738384 -5.621781
92 C -0.278566 8.348335 -4.657957
93 C 0.667900 8.111959 -6.971389
94 H 0.714408 8.672009 -9.526849
95 H 2.454686 8.390569 -9.698948
96 H 1.324568 7.057830 -9.966028
97 H 3.277100 6.283045 -8.142521
98 H 3.372402 4.764276 -4.770038
99 H 3.907211 4.629238 -6.448584
100 H 4.593048 5.898807 -5.407535
101 H 4.689686 6.242321 -1.493288
102 H 6.987208 6.994336 -2.164419
103 H 7.252340 8.689927 -3.983357
104 H 5.231802 9.625808 -5.111554
105 H 2.973058 8.796235 -4.504216
106 H 0.242158 8.198082 0.892033
107 H 1.567416 7.531315 -0.079308
108 H 0.124012 8.208741 -0.868007
109 H -1.260153 6.952804 1.880808
110 H -3.397597 3.936413 2.333813
111 H -2.174622 4.544516 3.477870
112 H -3.294226 5.675545 2.688246
113 H -2.028652 2.912775 0.687940
114 H -0.224483 1.911868 -0.691141
115 H -1.453725 2.442973 -1.821130
116 H 0.290654 2.824828 -2.102584
117 H -2.494130 4.793942 -6.568960
118 H -2.639623 5.789115 -5.106200
119 H -1.752558 6.373072 -6.569508
120 H 1.108271 3.149318 -4.434028
121 H 2.712986 1.876119 -5.856942
122 H 2.631916 2.091923 -8.347179
123 H 0.942733 3.608102 -9.414014
124 H -0.688822 4.813541 -8.000282
125 H -0.758950 9.206623 -5.148956
126 H -1.077472 7.650140 -4.364616
127 H 0.222895 8.710333 -3.748619
128 H -0.067474 8.848594 -7.300065

Force components x, y, z for each atom (eV/Å):
C 0.38 -0.30 -0.01
N -1.06 0.29 0.54
C -0.19 -1.22 0.44
O 1.05 1.19 -0.92
C -0.79 -0.23 -0.16
C -0.03 0.01 0.32
C 0.01 0.34 0.37
C 0.04 0.04 -0.06
C -0.06 0.11 -0.09
C -0.11 0.07 -0.10
C -0.09 -0.03 0.03
C 0.10 -0.38 0.00
N 0.60 2.12 -0.59
C -0.42 -1.90 1.38
C 0.97 0.98 -0.88
C 0.84 -1.00 1.52
C 0.59 0.13 -1.00
C -0.27 -0.49 0.35
C 0.29 -0.20 0.03
C -0.56 0.12 0.15
C -0.02 0.01 0.23
C 0.20 0.19 0.06
C -0.06 -0.52 -0.02
C -0.64 0.33 0.02
C 0.48 -0.07 0.31
C 0.27 -0.23 -0.50
C -0.40 0.28 0.27
H 0.20 0.22 -0.07
H -0.13 -0.04 0.21
H -0.27 -0.08 -0.19
H 0.31 0.09 0.09
H 0.02 -0.08 0.14
H 0.14 0.12 -0.30
H 0.34 0.23 -0.09
H 0.02 0.31 -0.15
H -0.25 0.02 -0.20
H -0.18 -0.28 0.14
H 0.16 -0.25 0.23
H 0.07 -0.23 -0.41
H -0.53 0.51 -0.25
H -0.54 -0.09 -0.46
H 0.21 -0.25 -0.18
H -0.13 -0.45 -0.04
H -0.37 -0.12 0.21
H -0.23 0.40 0.23
H 0.27 0.32 0.01
H 0.09 -0.30 0.11
H 0.11 0.04 -0.26
H 0.02 -0.16 0.07
H 0.03 0.14 -0.20
H -0.03 -0.20 0.08
H 0.06 0.22 -0.15
H 0.19 0.25 -0.01
H 0.01 -0.39 0.09
C -0.06 0.12 -0.19
C 0.16 -0.15 0.01
C 0.07 0.16 0.43
C -0.30 -0.11 -0.56
C 0.28 -0.27 -0.03
C 0.18 -0.25 -0.80
N -0.23 0.33 1.36
C -1.42 -0.60 0.62
C 1.34 0.91 0.47
C -0.34 -0.02 -0.70
C -0.06 0.25 0.06
C -0.31 -0.14 -0.09
C 0.00 -0.01 0.26
C -0.31 -0.66 0.26
N 0.17 0.12 -0.98
N 1.32 0.44 0.05
C -0.69 -0.64 0.65
C -0.48 -0.31 0.00
C 0.17 0.65 0.34
C 0.05 -0.24 -0.16
C 0.16 0.13 -0.05
C -0.15 -0.01 0.09
C 0.41 0.50 0.09
C 0.00 0.44 0.17
C 0.32 -0.74 -0.12
C 0.45 -0.68 -0.57
C -0.89 -0.85 -2.04
O -0.58 1.55 -0.28
C 0.80 0.32 2.25
C -0.90 -0.50 -0.20
C 0.68 0.20 -0.70
C -0.38 0.07 -0.21
C -0.02 0.16 -0.25
C 0.34 -0.16 0.18
C -0.31 0.14 0.15
C 0.18 -0.09 0.25
C -0.22 -0.10 -0.41
C -0.31 0.32 -0.04
C 0.24 -0.06 0.39
H 0.12 -0.14 -0.05
H -0.18 -0.12 0.14
H 0.01 0.20 0.17
H -0.26 0.12 0.28
H 0.05 0.17 -0.24
H -0.09 0.20 0.22
H -0.19 -0.10 -0.01
H 0.15 0.04 -0.39
H -0.26 0.22 -0.06
H -0.24 -0.14 0.11
H 0.02 -0.24 0.32
H 0.46 -0.25 -0.01
H 0.06 0.08 -0.20
H -0.37 0.13 0.06
H 0.08 -0.24 0.05
H 0.18 -0.27 -0.27
H 0.04 0.13 0.17
H -0.14 0.05 -0.18
H 0.08 -0.18 0.05
H 0.13 0.25 -0.13
H -0.27 0.49 -0.18
H 0.48 0.29 -0.03
H -0.38 -0.14 -0.13
H -0.15 0.11 0.09
H 0.01 0.13 -0.26
H 0.06 0.00 0.34
H 0.06 -0.09 -0.49
H -0.15 0.14 -0.19
H -0.20 0.13 0.22
H 0.07 -0.20 0.32
H 0.36 -0.16 0.03
H 0.10 -0.21 0.29
H 0.27 0.09 -0.04
H -0.13 -0.11 -0.14
H 0.17 -0.19 0.09

***

Record 2
ORCA calculation (ωB97M-V/def2-TZVPD) on a structure of composition C25H27HgN3O5S.

Results
<S²>: 0.7663
Charge: -1
E_tot (hartree): -2060.79732
E_HOMO (alpha / beta) (eV): -0.776 / -4.851
Orbital gap (alpha / beta) (eV): 2.4 / 6.5
Multiplicity: 2

Positions of all 62 atoms, in Å:
1 Hg -2.472580 1.928692 -0.527731
2 O -1.898743 6.141885 -0.747338
3 C -2.324008 5.023302 -0.449156
4 N -1.617591 3.895973 -0.639045
5 C -0.438853 4.085407 -1.411528
6 C 0.760271 4.531314 -0.647649
7 C 1.309319 3.748902 0.354797
8 C 2.566630 4.169820 0.883716
9 C 3.262485 5.263241 0.376534
10 C 2.588643 5.998842 -0.557970
11 N 1.361070 5.647744 -1.118069
12 C -3.722252 4.892467 0.094065
13 C -4.501815 6.016502 0.364672
14 C -5.858768 5.807211 0.747653
15 C -6.367341 4.500035 0.647211
16 C -5.554223 3.487913 0.196190
17 N -4.213379 3.679601 0.005411
18 H -0.568641 4.881645 -2.143018
19 H -0.159254 3.089602 -1.869998
20 H 0.755252 2.932484 0.770269
21 H 3.097677 3.550048 1.570879
22 H 4.214456 5.564607 0.839114
23 H 3.042557 6.825790 -1.136597
24 H -4.083856 7.022400 0.139556
25 H -6.505427 6.689146 0.843296
26 H -7.334933 4.186589 1.044084
27 H -5.954202 2.443276 0.264582
28 C -2.239961 -6.117938 -0.837623
29 O -2.312491 -4.899333 -1.607465
30 C -1.741492 -3.684391 -1.217193
31 C -0.352697 -3.569863 -1.365220
32 C 0.231144 -2.302467 -1.172041
33 C -0.461152 -1.136768 -0.738427
34 C 0.271873 -0.050193 -0.136846
35 C 1.759778 -0.111316 -0.182187
36 O -0.320147 0.937705 0.252142
37 C -1.879399 -1.229753 -0.780536
38 O -2.697379 -0.210304 -0.644499
39 C -2.511705 -2.577102 -0.933128
40 H -3.163723 -6.768219 -1.075423
41 H -2.104351 -5.974864 0.215103
42 H -1.452731 -6.742189 -1.165330
43 H 0.172120 -4.464761 -1.593179
44 H 1.371866 -2.255396 -1.236372
45 H 2.174836 -0.781021 0.572744
46 H 2.241238 0.911974 0.133341
47 H 2.290759 -0.456162 -1.033974
48 H -3.567137 -2.591649 -0.991457
49 O 1.528486 -4.683258 0.647124
50 S 2.447937 -5.840182 0.685648
51 C 3.221268 -5.811596 2.334801
52 C 4.276248 -4.658467 2.279926
53 C 4.971193 -4.706801 0.915599
54 C 4.079705 -5.350186 -0.210338
55 H 3.838447 -6.730721 2.340062
56 H 2.426124 -5.696012 3.047694
57 H 4.993779 -4.918357 3.041593
58 H 3.867074 -3.734251 2.609771
59 H 5.912542 -5.218035 1.085224
60 H 5.233574 -3.744219 0.526421
61 H 4.377527 -6.243205 -0.740359
62 H 3.734353 -4.595136 -0.919528

Force components x, y, z for each atom (eV/Å):
Hg -0.54 1.05 -0.13
O 0.57 0.47 -0.14
C -1.56 0.76 0.80
N -0.43 -1.14 0.19
C 0.73 -0.82 -0.67
C 0.94 1.04 -0.49
C 2.01 1.55 1.20
C -1.10 -0.98 -0.99
C -0.45 -0.01 0.99
C -1.71 0.23 -2.78
N 1.92 -0.41 1.47
C 1.87 2.71 -0.91
C -0.75 -0.16 -0.26
C 1.14 1.98 -0.66
C -0.16 -1.57 0.03
C -0.32 -0.18 1.62
N -1.64 -4.54 -0.10
H -0.21 -0.25 -0.45
H -0.22 1.11 0.10
H -0.01 -0.47 -0.02
H -0.02 -0.40 0.74
H -0.42 -0.14 -0.58
H -0.17 -0.23 0.86
H -0.25 -0.91 0.61
H 0.17 -0.48 0.19
H -0.01 0.40 -0.38
H 0.62 0.89 -0.47
C -1.67 0.02 -1.03
O -0.75 -0.18 0.49
C 0.03 -0.09 -0.26
C 0.01 2.26 0.32
C 1.47 -1.65 0.48
C -0.11 -2.08 -0.54
C -0.50 -0.23 -2.25
C 2.30 2.34 2.60
O 0.51 0.86 1.25
C -1.55 -0.37 0.47
O 0.12 -0.80 0.00
C 1.82 1.61 -0.37
H 1.03 1.44 0.56
H -0.26 0.38 0.65
H 1.34 -0.44 -0.54
H 0.70 -0.26 -0.24
H -1.83 -0.15 0.09
H -0.40 -0.24 0.38
H -1.22 -1.67 -0.79
H -0.26 -0.06 -1.32
H -0.91 -0.10 0.15
O 0.01 0.37 -0.03
S 0.59 -0.29 -0.39
C 1.81 0.51 -1.97
C -0.54 -1.35 0.36
C -0.22 -0.52 -0.75
C -1.44 0.38 2.02
H -0.79 0.01 0.56
H -0.11 -0.29 0.45
H 0.47 0.07 0.32
H -0.54 0.93 -0.33
H 0.11 -0.39 -0.42
H 0.19 0.76 0.19
H 0.57 -0.13 0.09
H 0.02 -0.16 0.03

***

Number 1: F_max 2.413 eV/Å. Number 2: F_max 4.831 eV/Å.